C4H10N2O | the ωB97M-V functional and the def2-TZVPD basis

Structure (XYZ):
```
17
Properties=species:S:1:pos:R:3:mulliken_charge:R:1
C -2.54 0.82 0.82 -1.466
N -1.61 0.85 -0.29 0.324
C -0.21 0.84 0.03 -0.933
C 0.58 -0.26 -0.65 -0.280
N 1.81 -0.55 -0.08 0.731
C 2.00 -1.11 1.26 -3.279
O 0.30 -0.65 -1.77 -0.512
H -3.55 0.88 0.40 0.493
H -2.41 1.64 1.54 0.378
H -2.47 -0.14 1.32 0.352
H -1.89 1.39 -1.09 0.226
H 0.27 1.79 -0.25 0.017
H -0.11 0.78 1.11 0.334
H 2.32 -1.09 -0.77 0.421
H 3.05 -0.99 1.53 0.934
H 1.40 -0.56 1.97 0.731
H 1.73 -2.18 1.31 0.529
```

**Spin multiplicity**: 2
**Charge**: -1
**Energy relative to the best compared isomer or geometry (same formula, charge and spin)**: 58.93 kJ/mol
**Kohn-Sham gap (alpha / beta)**: 2.8 / 9.0 eV

=====

C37H46Cl2MnN4 | the ωB97M-V functional and the def2-TZVPD basis

Structure (XYZ):
```
90
Properties=species:S:1:pos:R:3:mulliken_charge:R:1
Mn 0.12 -0.11 0.04 0.359
C 1.90 3.29 4.87 -1.115
C 2.35 1.83 4.79 -1.315
C 1.48 1.01 3.90 0.988
C 0.45 0.18 4.26 1.006
C -0.01 -0.17 5.64 -1.343
C 0.63 -1.46 6.15 -1.064
C -0.09 -0.35 3.05 -0.353
C -1.13 -1.26 2.99 -0.210
C -1.66 -1.77 1.83 -0.374
C -2.73 -2.73 1.79 1.028
C -3.38 -3.35 2.99 -1.353
C -2.57 -4.53 3.53 -1.085
C -2.99 -2.97 0.48 1.156
C -2.09 -2.15 -0.28 -0.436
C -2.10 -2.06 -1.65 -0.380
C -1.25 -1.27 -2.39 -0.265
N -0.23 -0.50 -1.88 -0.222
C 0.37 0.09 -2.97 -0.282
C 1.47 0.91 -2.91 -0.305
C 2.09 1.32 -1.75 -0.436
N 1.68 1.00 -0.48 -0.282
C 2.53 1.68 0.36 -0.156
C 2.47 1.69 1.73 -0.340
C 1.55 0.98 2.47 -0.236
N 0.59 0.14 1.95 -0.251
C 3.50 2.42 -0.40 0.910
C 3.23 2.19 -1.72 1.124
C 3.92 2.75 -2.92 -1.340
C 3.22 4.00 -3.46 -1.118
C 4.61 3.24 0.17 -1.340
C 5.81 2.39 0.58 -1.131
C -0.29 -0.31 -4.18 1.045
C -1.30 -1.15 -3.82 0.947
C -2.31 -1.81 -4.71 -1.315
C -3.63 -1.03 -4.74 -0.988
C 0.11 0.12 -5.56 -1.274
C 1.24 -0.75 -6.12 -1.196
N -1.26 -1.44 0.56 -0.254
C -4.05 -3.86 -0.10 -1.382
C -5.35 -3.10 -0.37 -1.055
H 2.56 3.87 5.51 0.383
H 0.89 3.36 5.27 0.327
H 1.89 3.75 3.88 0.285
H 2.35 1.39 5.80 0.425
H 3.39 1.77 4.45 0.468
H -1.10 -0.26 5.65 0.478
H 0.22 0.66 6.31 0.427
H 0.37 -2.31 5.52 0.235
H 0.30 -1.68 7.17 0.395
H 1.72 -1.37 6.16 0.322
H -1.56 -1.58 3.93 0.376
H -4.38 -3.68 2.72 0.388
H -3.51 -2.60 3.77 0.482
H -2.45 -5.30 2.76 0.322
H -3.06 -4.98 4.39 0.391
H -1.57 -4.22 3.83 0.249
H -2.83 -2.64 -2.19 0.342
H 1.87 1.27 -3.85 0.448
H 3.18 2.29 2.27 0.377
H 3.99 1.99 -3.70 0.470
H 4.95 2.99 -2.65 0.432
H 2.19 3.78 -3.75 0.293
H 3.75 4.40 -4.33 0.377
H 3.19 4.78 -2.70 0.317
H 4.24 3.80 1.04 0.462
H 4.92 3.99 -0.56 0.426
H 5.53 1.65 1.33 0.288
H 6.61 3.00 0.99 0.389
H 6.21 1.85 -0.28 0.323
H -2.49 -2.83 -4.37 0.509
H -1.90 -1.89 -5.72 0.423
H -4.08 -0.97 -3.75 0.187
H -4.34 -1.50 -5.41 0.412
H -3.46 -0.01 -5.09 0.283
H 0.42 1.17 -5.55 0.458
H -0.76 0.07 -6.21 0.469
H 2.12 -0.73 -5.48 0.302
H 1.53 -0.41 -7.12 0.394
H 0.92 -1.79 -6.20 0.323
H -4.24 -4.68 0.59 0.407
H -3.68 -4.31 -1.02 0.478
H -5.75 -2.66 0.55 0.313
H -6.11 -3.76 -0.79 0.384
H -5.19 -2.28 -1.08 0.242
Cl -1.59 2.04 0.27 0.085
C -2.85 2.83 -0.73 -0.587
Cl -2.97 2.08 -2.32 -0.056
H -2.55 3.86 -0.84 0.365
H -3.78 2.71 -0.20 0.346
```

**Spin multiplicity**: 5
**Charge**: +1
**Kohn-Sham gap (alpha / beta)**: 5.9 / 5.5 eV

=====

C28H30BCoF5N8S2 | the ωB97M-V functional and the def2-TZVPD basis

Structure (XYZ):
```
75
Properties=species:S:1:pos:R:3:mulliken_charge:R:1
Co 0.31 0.60 -0.21 1.609
C -3.77 0.19 2.34 -1.312
C -3.61 -0.75 1.15 0.545
C -3.69 -0.01 -0.18 -1.553
C -2.37 -1.60 1.28 0.116
C -2.33 -2.86 1.91 -1.548
C -1.01 -3.25 1.82 -0.267
N -0.34 -2.28 1.18 -0.174
N -1.16 -1.26 0.84 0.737
B 1.15 -2.30 0.78 -0.381
N 1.91 -1.21 1.53 0.078
C 2.76 -1.41 2.54 -0.567
C 2.95 -0.22 3.18 -1.217
C 2.14 0.71 2.51 -0.086
N 1.54 0.10 1.47 0.940
C 2.05 2.12 3.10 0.216
C 0.99 2.16 4.21 -1.358
C 1.98 3.34 2.18 -1.165
N 1.26 -2.09 -0.73 0.193
C 1.67 -3.02 -1.60 -0.835
C 1.28 -2.62 -2.86 -1.107
C 0.59 -1.42 -2.67 -0.215
N 0.61 -1.09 -1.37 1.344
C -0.15 -0.70 -3.76 1.466
C 0.32 -1.13 -5.15 -2.039
C -1.65 -0.97 -3.63 -1.058
H -4.71 0.75 2.26 0.388
H -3.78 -0.37 3.28 0.374
H -2.95 0.90 2.38 0.159
H -4.44 -1.46 1.18 0.439
H -2.84 0.65 -0.32 0.137
H -3.73 -0.71 -1.01 0.274
H -4.60 0.60 -0.21 0.494
H -3.15 -3.39 2.35 0.462
H -0.51 -4.14 2.15 0.483
H 1.63 -3.36 1.07 -0.219
H 3.14 -2.40 2.72 0.496
H 3.58 -0.02 4.03 0.494
H 3.01 2.20 3.62 0.438
H -0.01 2.07 3.80 0.226
H 1.15 1.36 4.93 0.402
H 1.06 3.12 4.73 0.433
H 1.13 3.30 1.51 -0.059
H 1.87 4.23 2.81 0.516
H 2.89 3.45 1.59 0.275
H 2.18 -3.90 -1.25 0.513
H 1.44 -3.15 -3.78 0.462
H 0.05 0.37 -3.67 0.094
H 0.16 -2.20 -5.31 0.342
H -0.25 -0.60 -5.91 0.466
H 1.38 -0.92 -5.31 0.411
H -1.85 -2.03 -3.82 0.417
H -2.02 -0.72 -2.64 -0.181
H -2.21 -0.38 -4.36 0.390
S -0.66 1.91 1.25 -0.596
C -1.49 3.16 0.38 0.084
C -2.04 4.28 1.00 -1.364
C -2.74 5.22 0.26 0.617
C -3.29 6.37 0.92 -0.139
N -3.75 7.28 1.46 -0.588
C -2.90 5.04 -1.12 0.497
C -2.35 3.92 -1.74 -1.119
C -1.65 2.97 -1.00 0.539
S -0.99 1.55 -1.74 -0.405
C -3.61 6.00 -1.92 -0.238
N -4.19 6.76 -2.56 -0.607
H -1.91 4.42 2.07 0.505
H -2.47 3.79 -2.81 0.577
F 1.85 2.79 -1.05 -0.290
C 1.82 1.43 -1.19 0.704
F 1.70 1.20 -2.55 -0.185
C 3.31 0.99 -0.99 0.270
F 3.45 -0.33 -1.12 -0.233
F 4.07 1.57 -1.94 -0.300
F 3.85 1.36 0.17 -0.218
```

**Charge**: -1
**Kohn-Sham gap (alpha / beta)**: 7.5 / 7.5 eV

=====

C39H34BClN5O5V | the ωB97M-V functional and the def2-TZVPD basis

Structure (XYZ):
```
86
Properties=species:S:1:pos:R:3:mulliken_charge:R:1
V 0.48 -0.62 0.10 0.238
C -3.70 0.32 -0.45 -2.097
C -2.21 0.22 -0.54 0.364
N -1.49 -0.56 0.27 1.581
N -2.09 -1.42 1.15 -1.144
C -1.17 -2.07 1.82 0.334
O 0.10 -1.90 1.68 -0.846
C -1.64 -3.08 2.80 0.406
C -0.71 -3.77 3.58 -0.341
C -1.13 -4.72 4.50 -0.734
C -2.48 -5.01 4.64 -0.340
C -3.41 -4.34 3.86 -0.697
C -3.00 -3.38 2.95 -0.225
C -1.43 0.93 -1.50 1.078
C -2.00 1.84 -2.43 -1.071
C -1.18 2.49 -3.31 -0.549
C 0.21 2.26 -3.28 -1.143
C 0.69 1.36 -2.35 -0.389
N -0.08 0.70 -1.49 0.761
H -4.05 -0.40 0.29 0.391
H -4.02 1.32 -0.13 0.357
H -4.18 0.11 -1.41 0.326
H 0.33 -3.53 3.46 0.470
H -0.40 -5.25 5.10 0.388
H -2.80 -5.76 5.35 0.365
H -4.47 -4.56 3.96 0.377
H -3.71 -2.85 2.33 0.436
H -3.06 2.02 -2.43 0.461
H -1.60 3.20 -4.02 0.392
H 0.88 2.77 -3.95 0.451
H 1.75 1.15 -2.28 0.497
O 3.84 -2.87 -0.34 -0.773
C 2.72 -2.38 -0.42 0.285
O 2.39 -1.16 -0.25 -0.677
C 1.58 -3.30 -0.84 0.551
C 1.80 -4.69 -0.98 -0.872
C 0.76 -5.48 -1.39 -1.019
C -0.48 -4.88 -1.70 1.218
C -1.58 -5.62 -2.21 -0.811
C -2.74 -4.99 -2.56 -0.801
C -2.85 -3.59 -2.41 -0.834
C -1.82 -2.86 -1.90 0.453
C -0.61 -3.49 -1.53 -0.846
N 0.43 -2.73 -1.07 0.874
H 2.78 -5.07 -0.76 0.569
H 0.88 -6.55 -1.50 0.399
H -1.47 -6.69 -2.34 0.394
H -3.57 -5.56 -2.96 0.396
H -3.77 -3.09 -2.69 0.503
H -1.89 -1.78 -1.78 0.184
Cl 0.17 -5.43 -5.64 -0.229
C -0.09 -3.73 -5.40 0.328
C -0.95 -3.03 -6.21 -0.346
C -1.13 -1.68 -5.95 -0.728
C -0.44 -1.10 -4.89 0.075
N 0.40 -1.79 -4.12 -0.096
C 0.57 -3.08 -4.36 -0.499
H -1.48 -3.53 -7.01 0.432
H -1.80 -1.08 -6.55 0.420
H -0.57 -0.06 -4.64 0.114
H 1.24 -3.63 -3.71 0.587
C 4.11 6.92 3.55 -1.613
C 2.75 6.79 2.85 2.055
C 1.70 7.61 3.62 -1.616
C 2.88 7.37 1.45 -2.108
C 2.32 5.32 2.83 0.579
C 2.16 4.63 4.04 -0.499
C 1.77 3.29 4.10 -1.790
C 1.55 2.65 2.90 1.113
O 1.16 1.36 2.67 -0.355
B 1.06 1.20 1.26 -0.028
O 1.42 2.45 0.68 -0.252
C 1.70 3.31 1.70 0.212
C 2.09 4.63 1.63 -0.899
H 4.42 7.97 3.57 0.435
H 4.87 6.34 3.02 0.381
H 4.07 6.56 4.58 0.317
H 1.99 8.67 3.64 0.435
H 1.60 7.27 4.65 0.318
H 0.73 7.53 3.14 0.380
H 3.18 8.42 1.51 0.432
H 1.93 7.33 0.91 0.392
H 3.63 6.84 0.86 0.393
H 2.34 5.16 4.97 0.355
H 1.65 2.78 5.04 0.463
H 2.19 5.10 0.66 0.554
```

**Spin multiplicity**: 4
**Charge**: -1
**Energy relative to the best compared isomer or geometry (same formula, charge and spin)**: 11.74 kJ/mol
**Kohn-Sham gap (alpha / beta)**: 5.3 / 7.2 eV

=====

Which value of charge does entry 1 give? -1

=====

Which of these has the highest charge? C37H46Cl2MnN4

=====

What is the charge in the third record? -1

=====

Which formula does entry 2 have? C37H46Cl2MnN4